[1]
Entry from the OMol25 dataset: a structure of composition C46H63N4NaO5SSe in a non-equilibrium geometry (ωB97M-V/def2-TZVPD).

Each line ends with the Mulliken charge.
CARTESIAN COORDINATES (ANGSTROEM)
Se 0.503 2.044 -0.342  0.183
S -4.022 1.897 0.694  1.253
Na -1.525 0.661 0.786  0.872
O -0.447 3.349 3.219  -0.831
O -3.017 1.888 -0.363  -0.689
O -0.902 -0.650 -0.600  -0.189
O 1.287 1.078 2.482  -0.302
O -4.601 3.179 1.031  -0.767
N -1.765 -0.114 3.532  0.779
N -3.390 1.083 1.871  0.197
N 1.050 -1.738 2.015  0.109
N -1.607 -3.081 1.690  -0.596
C 6.910 2.468 -0.209  -1.802
C 0.794 0.519 -4.247  -1.308
C -1.772 -2.787 -4.428  -2.738
C -3.295 0.126 5.417  1.368
C 0.873 -2.944 1.207  -0.088
C -8.507 -1.466 -1.658  -1.492
C 0.369 0.891 -1.881  -0.653
C -3.894 0.947 3.157  -0.284
C -7.420 -0.626 -1.028  1.089
C -6.320 -1.233 -0.422  -0.746
C -6.461 1.538 -0.518  -0.635
C 4.727 0.959 1.285  -0.137
C 2.967 1.176 -5.331  -1.672
C 2.326 1.154 1.726  0.790
C -0.027 -0.608 -4.150  0.369
C 2.244 1.570 0.339  0.018
C 3.661 0.813 2.173  -0.121
C -4.562 0.547 5.901  -0.924
C -7.479 0.765 -1.064  -0.766
C 3.347 1.709 -0.484  0.173
C -1.630 -2.219 -3.022  3.073
C 1.286 -0.060 -6.672  -2.260
C -0.655 -1.028 -2.976  -0.847
C 5.559 2.156 -2.266  -2.057
C -0.867 -0.632 4.338  0.164
C -0.297 -3.765 1.716  -0.934
C 4.805 -0.994 3.509  -1.668
C 6.532 0.173 -1.132  -1.724
C 5.886 1.549 -0.900  2.069
C 4.630 1.402 -0.033  -0.780
C -2.304 -0.458 6.243  -0.925
C -3.023 -1.745 -2.564  -1.450
C -1.098 -0.820 5.720  -0.929
C 0.846 2.298 -6.026  -1.762
C 4.970 1.393 4.240  -1.787
C -5.369 0.915 0.069  -0.015
C 1.461 0.970 -5.554  2.242
C -5.296 -0.474 0.126  -0.331
C -5.124 1.338 3.672  -0.938
C -5.443 1.130 5.034  -0.812
C 2.887 0.113 4.597  -1.988
C 4.046 0.340 3.607  2.027
C -2.967 0.294 4.054  -0.398
C 0.940 1.276 -3.086  -0.442
C -0.428 -0.298 -1.750  0.742
C -1.151 -3.367 -2.113  -1.816
H 4.157 -1.759 3.066  0.236
H 5.098 -1.331 4.512  0.509
H 5.826 -0.495 -1.638  0.319
H 1.757 -1.133 1.610  -0.179
H 5.873 1.555 3.638  0.259
H 6.810 -0.293 -0.179  0.294
H -0.211 -3.791 -2.493  0.347
H -2.475 -3.628 -4.398  0.468
H 6.457 3.442 0.008  0.331
H 3.156 1.949 -4.578  0.345
H 1.685 -1.038 -6.375  0.401
H 5.722 0.713 1.656  0.125
H 1.493 2.212 -3.106  0.673
H -8.733 -2.343 -1.047  0.356
H -0.322 -1.252 6.341  0.455
H -1.753 -2.650 0.782  0.366
H -6.502 2.624 -0.535  0.439
H -0.095 -4.061 2.747  0.401
H 6.481 2.279 -2.845  0.498
H -1.188 3.144 2.630  0.336
H 3.316 -0.259 5.543  0.579
H -0.368 -4.676 1.117  0.418
H 5.712 -0.915 2.899  0.285
H 0.230 -0.187 -6.942  0.388
H -9.426 -0.891 -1.789  0.373
H -0.813 -3.161 -4.813  0.480
H -3.733 -2.586 -2.543  0.488
H 3.429 0.248 -4.978  0.315
H 4.883 1.510 -2.839  0.270
H 5.279 1.077 5.248  0.471
H 7.789 2.624 -0.853  0.445
H 2.332 1.031 4.794  0.312
H -4.803 0.420 6.951  0.337
H -0.202 -1.190 -5.050  0.400
H 1.825 0.274 -7.567  0.431
H -4.438 -0.947 0.600  0.382
H -1.904 -4.171 -2.065  0.470
H 0.702 -2.717 0.153  0.172
H 3.182 2.047 -1.503  0.140
H -3.410 -0.978 -3.246  0.369
H -2.163 -2.042 -5.132  0.420
H 7.255 2.041 0.739  0.352
H -2.521 -0.598 7.296  0.360
H 0.951 3.072 -5.257  0.323
H 5.085 3.139 -2.159  0.367
H -1.627 -2.315 2.356  0.133
H 0.088 -0.921 3.889  0.119
H -8.195 -1.826 -2.644  0.278
H 0.234 2.668 2.973  0.338
H 1.778 -3.549 1.269  0.488
H 4.443 2.351 4.323  0.365
H 0.200 -1.206 1.936  -0.366
H 2.179 -0.622 4.219  0.196
H -6.263 -2.318 -0.384  0.352
H 3.460 1.482 -6.265  0.480
H -2.961 -1.308 -1.565  -0.046
H 1.333 2.656 -6.947  0.432
H -0.224 2.168 -6.223  0.349
H -0.973 -2.977 -1.113  0.021
H -5.830 1.840 3.025  0.479
H -6.412 1.458 5.400  0.358
H -8.334 1.251 -1.526  0.304
H 7.438 0.261 -1.751  0.475

Computed properties:
* DFT total energy: -5347.970645 a.u.
* strongest force on any atom: 1.82 eV/A
* charge: -2
* ΔE to the lowest compared entry with this formula, charge and spin: 6.4 kcal/mol


[2]
Entry from the OMol25 dataset: a structure of composition C46H64N3O6STa in a non-equilibrium geometry (ωB97M-V/def2-TZVPD).

Each line ends with the Mulliken charge.
CARTESIAN COORDINATES (ANGSTROEM)
Ta 0.578 0.467 -0.575  1.108
S 1.357 1.487 -3.026  0.872
O 0.203 2.085 0.398  0.489
O 2.109 0.796 -1.744  -0.637
O 1.978 2.731 -3.305  -0.716
O -0.012 -1.094 -1.521  1.344
O 1.192 0.523 -4.058  -0.596
O 0.047 1.660 -2.190  -0.455
N -0.934 -2.104 1.743  0.995
N 1.764 -0.118 1.011  0.726
N -1.898 0.358 -0.231  0.278
C -4.410 6.450 -0.052  -1.675
C 0.602 -4.411 -4.445  -2.613
C -3.862 5.868 -2.415  -1.650
C 1.724 0.196 2.385  0.965
C 1.388 4.782 0.421  2.790
C -3.988 -2.724 -5.243  1.865
C -3.273 6.288 -1.065  2.167
C 0.738 1.275 4.305  -0.756
C 0.695 -4.193 -1.998  -0.557
C -3.158 -1.222 -3.341  -0.509
C -2.165 -0.813 -2.453  0.431
C 5.439 -1.485 -0.502  -0.624
C -0.586 -2.529 3.088  -1.394
C 2.650 -0.116 4.596  -0.799
C -2.948 -2.269 -4.219  -0.605
C -5.302 -1.962 -5.097  -2.152
C 1.751 6.209 0.013  -2.474
C 4.306 -2.268 -0.621  -0.306
C 3.100 -1.827 -0.082  0.167
C -2.161 -1.334 1.757  -1.679
C -0.583 3.181 0.153  0.232
C -0.957 5.435 -0.371  -0.334
C -2.796 3.916 -0.343  -0.526
C -0.688 -2.580 -3.293  0.205
C 1.681 0.707 5.151  -0.880
C 1.857 -2.531 -3.481  -1.354
C 2.437 3.838 -0.184  -1.495
C 4.169 0.186 0.683  0.478
C -3.434 -2.479 -6.651  -1.588
C 5.366 -0.257 0.156  -1.048
C -2.427 1.560 0.475  -1.785
C 0.607 -3.398 -3.298  2.428
C 1.447 4.682 1.952  -1.612
C -2.586 7.641 -1.239  -2.197
C -2.449 0.405 -1.611  -1.908
C -0.969 -1.508 -2.429  -0.369
C 0.751 1.017 2.943  -0.285
C -4.277 -4.218 -5.067  -1.621
C 3.031 -0.607 0.555  -1.106
C -0.044 4.443 0.011  -0.413
C -1.934 2.907 0.046  0.043
C -2.313 5.202 -0.586  -0.683
C 2.679 -0.362 3.232  -0.507
C -1.713 -2.914 -4.171  -0.599
C -2.596 -0.816 0.400  -1.044
C -1.076 -3.295 0.932  -1.242
H -0.557 -1.680 3.762  0.357
H 6.378 -1.818 -0.920  0.411
H -4.983 5.532 0.068  0.309
H -1.938 -3.902 1.254  0.352
H 6.246 0.365 0.239  0.394
H -2.080 1.320 -2.091  0.648
H 2.011 -1.812 -2.684  -0.004
H -4.447 4.954 -2.328  0.332
H -2.156 8.008 -0.308  0.412
H -4.157 -2.793 -7.405  0.451
H -3.390 -4.828 -5.220  0.303
H 2.451 4.921 2.306  0.405
H -2.591 -1.627 -0.326  0.804
H 3.399 -0.578 5.224  0.427
H 0.397 -2.994 3.085  0.312
H -3.524 1.547 0.383  0.651
H 2.726 -3.193 -3.505  0.483
H -1.538 -3.725 -4.861  0.518
H -0.031 1.924 4.702  0.441
H 1.580 -4.833 -2.012  0.520
H -6.024 -2.338 -5.823  0.432
H 4.098 1.150 1.170  0.474
H -1.314 -3.261 3.475  0.421
H 1.659 6.366 -1.061  0.439
H 1.824 -1.979 -4.418  0.325
H -3.320 8.374 -1.575  0.445
H -2.065 -0.527 2.487  0.425
H 4.346 -3.220 -1.130  0.455
H -3.542 0.505 -1.530  0.800
H -4.658 -4.431 -4.068  0.355
H -1.190 -3.062 -0.122  0.175
H 0.507 -3.929 -5.417  0.453
H -0.578 6.432 -0.516  0.671
H -5.180 -0.896 -5.282  0.384
H -0.011 1.477 2.335  0.189
H 2.387 2.840 0.243  -0.145
H -3.213 -1.424 -6.807  0.361
H 2.355 3.761 -1.270  0.158
H 1.553 -4.943 -4.432  0.475
H -2.515 -3.037 -6.819  0.310
H -3.851 3.691 -0.442  0.502
H -3.007 -1.959 2.115  0.530
H -0.181 -3.905 1.029  0.422
H -5.736 -2.086 -4.105  0.390
H 2.214 -2.433 -0.159  0.038
H 3.426 4.242 0.047  0.586
H -3.078 5.695 -3.151  0.362
H -0.181 -4.830 -1.862  0.267
H 1.665 0.910 6.210  0.428
H 1.143 6.958 0.521  0.443
H -3.649 -0.503 0.484  0.451
H 1.208 3.672 2.287  0.187
H 2.788 6.396 0.290  0.486
H -5.098 7.226 -0.388  0.470
H 3.446 -1.011 2.834  0.555
H 0.746 5.374 2.420  0.368
H 0.762 -3.546 -1.137  -0.671
H -0.190 -5.156 -4.356  0.409
H -5.026 -4.538 -5.791  0.463
H -1.793 7.607 -1.985  0.409
H -4.520 6.649 -2.795  0.456
H -2.199 1.414 1.532  0.578
H -4.029 6.734 0.928  0.366
H -4.095 -0.685 -3.335  0.588

Computed properties:
* DFT total energy: -2862.366462 a.u.
* strongest force on any atom: 1.87 eV/A
* charge: 0
* ΔE to the lowest compared entry with this formula, charge and spin: 0.0 kcal/mol


[3]
Entry from the OMol25 dataset: a cluster of 7 separate species, C46H65BF22N5O17S in total in a non-equilibrium geometry (ωB97M-V/def2-TZVPD).

Each line ends with the Mulliken charge.
CARTESIAN COORDINATES (ANGSTROEM)
S 2.590 1.781 -0.334  1.123
F -2.953 6.612 -4.378  -0.240
F 9.269 -2.667 3.399  -0.216
F -12.086 0.679 -2.731  -0.240
F -3.077 -1.224 -8.860  -0.240
F -11.213 -1.319 -2.794  -0.262
F -1.923 -2.934 -8.159  -0.222
F 2.249 -0.136 3.998  -0.283
F -4.057 -3.150 -8.556  -0.252
F 10.444 -4.072 4.579  -0.239
F -12.638 -0.700 -4.325  -0.257
F -8.309 -2.739 0.147  -0.238
F -1.756 7.249 -2.669  -0.239
F -6.810 -2.150 1.615  -0.278
F 0.116 -3.518 -0.223  -0.269
F -8.810 -2.720 2.270  -0.256
F 1.140 -5.319 -0.905  -0.263
F 2.286 -3.523 -0.445  -0.250
F -1.336 8.049 -4.652  -0.238
F 5.376 4.467 2.656  -0.222
F 3.984 2.667 -0.912  -0.419
F 10.644 -1.926 4.920  -0.257
F 7.320 2.272 2.609  -0.406
O -0.018 -4.206 -3.097  -0.321
O -2.894 -2.379 -5.585  -0.498
O 4.702 -2.190 2.598  -0.839
O -13.947 -0.650 -1.105  -0.520
O -9.819 -0.520 0.569  -0.300
O -0.905 4.753 -3.326  -0.360
O 1.598 -2.580 -2.997  -0.542
O 10.000 -1.284 -2.402  -0.538
O 1.596 2.913 0.136  -0.595
O 7.483 -2.535 5.559  -0.493
O 0.098 5.692 -5.164  -0.520
O -4.482 -1.025 -6.541  -0.331
O -13.980 -2.356 -2.639  -0.297
O 2.092 1.018 -1.596  -0.406
O -7.997 0.393 1.623  -0.521
O 8.035 -0.627 -1.165  -0.201
O 9.089 -3.519 6.870  -0.318
N 4.145 6.491 4.634  -0.577
N 5.190 1.550 1.614  1.266
N 5.994 -0.255 3.620  -0.434
N 2.951 1.569 2.249  0.789
N 4.218 3.768 2.688  0.545
C 1.130 -3.960 -1.021  1.026
C -4.914 -0.620 -5.233  -0.229
C 8.626 -2.961 5.706  0.337
C 3.010 4.539 3.247  -0.158
C 2.317 1.259 3.547  0.020
C 9.735 -2.908 4.656  0.852
C 3.044 0.609 1.112  -1.177
C 8.152 -3.585 7.956  -0.205
C -4.466 0.125 2.370  -0.851
C 10.531 -0.090 -0.172  -0.634
C 2.025 -0.638 0.896  0.153
C -2.228 0.724 0.791  -0.667
C 1.286 3.806 -2.882  -0.650
C -16.375 -2.382 -2.237  -1.094
C -12.373 -0.628 -2.989  0.962
C -8.131 -2.037 1.304  0.795
C -0.088 3.583 -3.486  -0.282
C -3.447 -1.925 -6.584  0.374
C 0.768 1.874 3.707  -0.872
C 0.446 -0.396 1.211  0.570
C 6.880 3.096 0.242  -0.958
C -9.803 1.516 -0.754  -1.068
C -4.012 0.471 -4.688  -1.019
C 5.058 -0.351 -0.348  -0.076
C -0.253 -1.268 2.459  -0.455
C 3.287 6.145 3.416  -0.603
C -3.125 -2.305 -8.029  0.848
C -0.606 0.573 0.412  -0.120
C -8.598 -0.586 1.191  0.422
C 5.915 -1.743 -0.432  -0.941
C -1.859 -1.118 2.872  -0.746
C 6.595 1.916 1.332  0.894
C -15.029 -2.995 -1.896  -0.194
C 4.200 2.479 2.231  -0.779
C 9.499 -0.709 -1.286  0.457
C -2.872 -0.107 2.050  0.773
C -13.516 -1.170 -2.131  0.303
C 7.242 -4.790 7.802  -1.065
C 7.531 -1.587 -0.128  -0.155
C -10.393 0.790 0.441  -0.236
C -0.302 -3.831 -4.454  0.061
C 4.666 0.174 1.152  0.350
C 0.968 -3.492 -2.467  0.277
C -0.715 5.753 -4.245  0.348
C -1.680 6.910 -3.988  0.863
C 0.694 -4.469 -5.403  -1.152
B 5.153 -0.758 2.460  0.302
H 6.972 2.632 -0.830  0.284
H 0.435 -4.250 -6.443  0.331
H -4.683 0.376 3.512  0.317
H -11.468 0.653 0.291  0.327
H 0.315 2.070 2.645  0.114
H 2.375 -1.503 1.642  0.545
H 1.201 4.119 -1.837  0.169
H 2.084 -1.157 -0.178  0.011
H -17.183 -2.918 -1.733  0.368
H 4.442 -2.235 3.585  0.317
H -5.932 -0.232 -5.341  0.312
H 4.119 -0.530 -1.064  0.342
H 2.839 4.104 4.343  0.155
H 6.581 -4.888 8.667  0.369
H 7.163 0.949 0.939  -0.477
H 2.933 1.845 4.389  0.406
H 6.887 -0.824 3.664  0.007
H 0.764 2.801 4.425  0.295
H 8.738 -3.685 8.875  0.328
H -14.827 -2.955 -0.819  0.307
H 7.774 -1.157 0.936  -0.027
H 8.066 -2.641 -0.197  0.404
H 5.975 3.858 0.199  0.160
H -16.417 -1.330 -1.936  0.310
H -16.548 -2.411 -3.317  0.303
H -10.268 1.365 1.367  0.337
H -8.730 1.690 -0.620  0.365
H -1.309 -4.196 -4.681  0.292
H -10.294 2.482 -0.901  0.373
H -0.592 2.768 -2.956  0.255
H 7.581 -2.653 8.038  0.289
H 1.709 -4.102 -5.216  0.315
H 11.554 -0.668 -0.165  0.298
H 5.859 -2.078 -1.579  0.462
H 7.841 3.744 0.489  0.410
H 1.824 4.600 -3.410  0.442
H -4.908 1.055 1.769  0.285
H -4.967 -1.479 -4.555  0.301
H -2.347 -1.713 3.778  0.252
H 10.003 -0.163 0.872  0.146
H -9.917 0.917 -1.663  0.214
H 6.625 -4.705 6.902  0.283
H 0.112 1.041 4.253  0.346
H -0.025 3.291 -4.541  0.330
H 5.485 -0.270 4.532  0.234
H -3.953 1.309 -5.389  0.315
H -0.324 -2.740 -4.562  0.208
H 2.251 6.700 3.596  0.337
H 5.416 -2.660 0.147  0.263
H 5.691 0.497 -0.896  0.090
H -4.384 0.837 -3.727  0.385
H 5.149 6.251 4.480  0.282
H 10.694 1.059 -0.405  0.251
H -0.250 1.198 -0.506  0.119
H -2.990 0.104 -4.546  0.250
H 0.396 -2.000 3.100  0.233
H -5.139 -0.806 2.047  0.082
H 1.884 2.892 -2.932  0.160
H 0.718 -5.555 -5.264  0.320
H -2.884 1.471 0.130  0.204
H -15.025 -4.051 -2.185  0.318
H 3.758 6.059 5.503  0.242
H 2.012 4.296 2.659  0.174
H 3.738 6.597 2.419  0.326
H 7.831 -5.706 7.699  0.308

Computed properties:
* DFT total energy: -5963.900267 a.u.
* strongest force on any atom: 9.03 eV/A
* charge: +1


Calculated Kohn-Sham gap (eV), listed in the same order as above: 5.51 7.53 6.86